# 1
Computed, not measured: a structure of composition C3H7N3O at a distorted geometry, with ωB97M-V/def2-TZVPD.

XYZ file:
```
14
Properties=species:S:1:pos:R:3
O 0.75 -2.57 -0.24
N -1.90 1.11 -0.13
N -1.27 -1.06 0.63
N 0.31 0.01 -0.47
C 0.53 -1.52 0.31
C 1.22 1.06 0.01
C -1.17 0.07 -0.03
H 1.02 1.26 1.06
H 1.01 -1.23 1.24
H -1.90 1.60 -1.02
H 0.32 -0.04 -1.49
H -2.21 -1.41 0.78
H 2.25 0.74 -0.10
H 1.04 1.98 -0.54
```

Values from the calculation:
- Net charge: 0
- ΔE to the lowest compared entry with this formula, charge and spin: 310.6 kJ/mol
- HOMO-LUMO gap: 9.539 eV

***

# 2
Computed, not measured: the molecule C22H30N4, with ωB97M-V/def2-TZVPD.

XYZ file:
```
56
Properties=species:S:1:pos:R:3
N 4.55 0.86 0.29
N -3.55 -0.77 2.32
N -0.18 -3.40 -0.01
N -4.29 0.28 0.48
C 5.64 0.69 1.23
C -5.17 1.20 -0.24
C 0.92 -3.37 -0.96
C -3.26 -0.55 0.06
C 1.90 -2.26 -0.67
C 1.89 -1.07 -1.37
C -2.82 -1.20 1.25
C -1.16 -2.41 0.02
C 2.81 -2.38 0.38
C 2.76 -0.04 -1.07
C 3.68 -0.15 -0.02
C -5.00 2.60 0.37
C 5.23 1.01 2.67
C 4.43 2.18 -0.30
C -4.40 0.08 1.82
C 5.21 2.30 -1.61
C -2.64 -0.86 -1.14
C 3.68 -1.36 0.70
C -1.77 -2.11 1.23
C -6.62 0.72 -0.07
C -1.61 -1.78 -1.14
C -4.84 1.27 -1.73
H 6.08 0.86 3.33
H 5.10 3.30 -2.02
H -4.99 0.30 -2.20
H 4.90 2.04 2.75
H -6.92 0.71 0.97
H 0.12 -3.65 0.92
H 6.27 2.11 -1.44
H -5.61 3.32 -0.17
H 6.01 -0.33 1.16
H 3.38 2.41 -0.47
H -1.16 -2.01 -2.09
H -7.29 1.37 -0.62
H -3.82 1.61 -1.88
H 4.81 2.91 0.41
H -5.30 2.62 1.41
H 4.35 -1.51 1.53
H -6.72 -0.29 -0.46
H 1.42 -4.34 -0.89
H 2.71 0.85 -1.67
H 4.86 1.58 -2.34
H 1.19 -0.94 -2.19
H -3.96 2.91 0.30
H 6.45 1.35 0.93
H 4.41 0.37 2.99
H -5.51 1.98 -2.20
H 2.84 -3.30 0.95
H -5.12 0.59 2.42
H 0.52 -3.27 -1.97
H -1.46 -2.58 2.15
H -2.93 -0.41 -2.08
```

Values from the calculation:
- SMILES: CCN(CC)c1ccc(CNc2ccc3c(c2)ncn3C(C)(C)C)cc1
- Net charge: 0
- ΔE to the lowest compared entry with this formula, charge and spin: 11.0 kJ/mol
- HOMO-LUMO gap: 7.793 eV